1.
A structure of composition C27H26BGaN9O2, computed with wB97M-V/def2-TZVPD.

XYZ file:
```
66
Properties=species:S:1:pos:R:3:forces:R:3
Ga -1.864897 -0.851807 -0.248529 0.16 0.12 -0.22
C 0.352783 0.321586 -3.559998 0.00 0.02 0.02
C -0.697656 0.603786 -2.703407 0.06 0.04 0.01
N -0.746466 -0.324066 -1.739038 0.02 -0.06 0.07
N 0.263155 -1.209372 -1.960483 -0.07 -0.11 -0.05
C 0.929227 -0.835034 -3.056511 0.03 0.05 0.02
B 0.366311 -2.543349 -1.130378 0.00 0.04 0.00
N -1.007907 -3.288469 -1.333959 0.00 0.02 0.00
C -1.384328 -4.435718 -1.915433 0.04 -0.01 0.00
C -2.758522 -4.570228 -1.840488 0.02 0.00 -0.01
C -3.191387 -3.428837 -1.190811 -0.04 0.01 0.01
N -2.140150 -2.661522 -0.886893 -0.03 0.07 0.02
N 0.442890 -2.164029 0.395184 -0.03 0.03 0.02
C 1.263610 -2.634266 1.336380 0.04 0.01 0.04
C 0.891799 -2.105999 2.564924 0.02 0.01 -0.03
C -0.200019 -1.301267 2.292625 0.02 0.06 0.01
N -0.459286 -1.329383 0.979149 -0.02 -0.06 0.01
N 1.615851 -3.268491 -1.500477 -0.01 0.03 -0.09
C 1.946681 -4.507212 -1.969251 0.02 -0.01 0.06
C 3.303057 -4.554289 -2.119015 -0.01 0.01 0.02
C 3.746671 -3.279467 -1.713153 0.00 0.00 0.00
N 2.744822 -2.508616 -1.343360 -0.01 -0.04 0.01
H 0.660357 0.877578 -4.427497 -0.01 0.00 -0.01
H -1.404502 1.418149 -2.716840 -0.01 0.00 -0.01
H 1.780871 -1.397453 -3.399570 -0.02 -0.01 0.00
H -0.670031 -5.101961 -2.359442 0.01 0.00 -0.01
H -3.355485 -5.385216 -2.208298 0.00 0.00 0.00
H -4.190159 -3.119956 -0.925498 0.00 0.01 0.00
H 2.068325 -3.302636 1.080849 0.00 0.00 -0.02
H 1.351795 -2.289815 3.519302 0.00 -0.01 0.00
H -0.808362 -0.714302 2.961677 -0.01 0.00 0.00
H 1.224872 -5.281510 -2.145588 -0.01 -0.02 0.01
H 3.893480 -5.384852 -2.462941 -0.01 -0.01 -0.01
H 4.756278 -2.901829 -1.677096 0.00 0.01 0.00
C 3.454698 2.062938 2.372282 -0.01 0.01 0.02
C 2.025692 2.196765 2.816517 0.01 -0.01 -0.05
C 1.733394 2.335235 4.174552 0.00 0.00 0.04
C 0.419341 2.377578 4.655282 0.00 0.00 -0.01
C -0.614695 2.324999 3.766116 0.02 -0.02 0.03
C -0.343094 2.272363 2.372628 -0.06 -0.03 -0.10
N -1.453412 2.302517 1.572807 0.01 0.00 0.09
C -1.672039 2.934992 0.347104 0.02 -0.04 -0.03
C -0.878769 4.020913 -0.033625 0.03 -0.06 0.02
C -1.187576 4.729144 -1.179383 -0.01 0.00 -0.01
C -2.310354 4.393416 -1.926536 -0.01 -0.01 0.01
C -3.120858 3.334215 -1.530358 0.00 0.02 -0.01
C -2.802598 2.579075 -0.414135 -0.02 -0.04 -0.03
C -3.706036 1.416005 -0.092881 0.09 0.05 -0.06
O -4.888655 1.474153 -0.200381 -0.02 -0.02 -0.08
O -3.070766 0.305068 0.347834 -0.11 -0.10 0.35
C 0.989121 2.142425 1.884119 0.02 0.00 0.04
C 1.322213 1.811252 0.458732 -0.03 0.05 0.00
H 4.135451 2.187686 3.210748 0.00 0.00 0.00
H 3.707354 2.808131 1.616791 0.00 0.00 -0.01
H 3.638775 1.080967 1.931337 0.01 0.00 0.01
H 2.553600 2.381861 4.879875 0.00 0.00 0.00
H 0.227635 2.468817 5.715061 0.01 0.00 0.00
H -1.641638 2.398722 4.104125 -0.01 -0.01 -0.01
H -2.301118 1.986154 2.031375 0.00 0.02 0.01
H -0.068643 4.340607 0.607550 0.03 0.00 0.01
H -0.579043 5.576535 -1.463764 0.00 0.00 0.00
H -2.572887 4.972652 -2.801110 0.00 0.00 0.00
H -4.015701 3.083662 -2.085209 0.00 0.00 -0.01
H 0.448935 1.610047 -0.151920 -0.07 -0.01 -0.03
H 1.966380 0.929590 0.432871 -0.01 0.00 0.00
H 1.881615 2.621365 -0.014540 -0.01 0.00 -0.02
```
Positions in Å, forces in eV/Å.

Relative energy (zero: lowest compared OMol25 entry of this formula, charge and spin) in eV: 0.804
Total energy in eV: -98969.42577
2S+1: 2
Net charge: +2

2.
A structure of composition C27H26Br4N7O7PbS, computed with wB97M-V/def2-TZVPD.

XYZ file:
```
73
Properties=species:S:1:pos:R:3:forces:R:3
Pb -0.455308 0.498693 -1.173967 -0.78 -0.12 0.02
Br -6.957321 1.994082 2.204831 0.06 -0.04 -0.01
C -5.366510 2.147433 1.186352 -0.08 0.19 -0.01
C -5.136185 3.270879 0.409027 -0.05 -0.04 0.08
Br -6.374661 4.705404 0.389155 0.00 -0.05 -0.04
C -3.956841 3.351942 -0.338302 0.12 -0.04 -0.09
Br -3.600978 4.843590 -1.459624 0.01 0.00 0.00
C -2.972657 2.354495 -0.333108 -0.22 0.23 -0.01
O -1.890669 2.454908 -1.048621 0.21 -0.46 0.07
C -3.205412 1.201974 0.500564 0.09 -0.18 0.17
O -2.291728 0.264094 0.579773 0.15 0.15 -0.11
C -4.398989 1.137458 1.220317 0.00 -0.08 0.08
Br -4.625256 -0.408131 2.303152 0.03 0.02 -0.07
N -0.392382 1.355072 2.463773 -0.56 -0.34 -0.46
C 0.868322 1.513772 2.100614 0.62 0.11 -0.06
N 1.690308 2.189524 2.925376 -0.20 -0.01 0.14
C 2.951897 2.255597 2.537099 -0.05 -0.20 -0.10
N 3.810271 2.948958 3.316525 -0.02 0.04 0.05
N 3.470720 1.689374 1.432518 0.17 0.00 -0.08
C 2.576059 1.080579 0.665779 -0.20 0.18 0.40
N 1.280830 0.977123 0.921687 0.08 0.00 0.13
C 3.088142 0.464493 -0.594238 0.19 -0.07 -0.32
C 4.452882 0.412576 -0.854985 -0.03 0.02 0.01
C 4.876349 -0.160421 -2.043956 -0.07 -0.01 0.01
C 3.935678 -0.665031 -2.927970 0.08 0.01 0.00
C 2.592145 -0.560313 -2.596691 -0.03 -0.01 0.00
N 2.189126 -0.006783 -1.458495 0.24 0.07 0.14
H -0.689201 1.775163 3.325942 -0.02 0.05 -0.02
H -1.084402 0.901025 1.827798 0.23 0.15 0.26
H 3.471245 3.340495 4.175032 0.03 -0.02 0.01
H 4.789259 2.918758 3.107470 0.01 0.03 -0.01
H 5.147178 0.827903 -0.140045 -0.02 -0.01 0.02
H 5.931983 -0.204449 -2.279937 0.00 -0.03 0.01
H 4.235573 -1.123927 -3.860167 -0.04 0.00 -0.01
H 1.795789 -0.919438 -3.244883 0.03 0.00 -0.01
C 0.194275 4.049581 -4.419004 -0.07 0.00 -0.07
O 0.374136 3.054395 -3.374150 0.11 0.33 -0.11
C -0.419206 2.058401 -3.217178 0.03 -0.44 0.20
C -1.542018 1.826914 -4.144388 -0.02 0.18 -0.25
H -0.808378 4.467554 -4.374109 0.01 0.00 0.04
H 0.380365 3.595787 -5.390588 -0.02 0.02 0.00
H 0.931935 4.819353 -4.219008 0.02 -0.02 0.05
H -1.614915 2.472357 -5.022945 -0.03 -0.04 0.05
H -2.450808 1.919418 -3.541619 0.01 0.03 0.03
H -1.479715 0.774004 -4.436867 0.02 -0.01 0.02
C 3.015515 -1.860071 4.369668 -0.05 0.01 -0.06
C 1.894642 -2.320520 3.477610 0.02 0.03 -0.02
C 0.575684 -1.972621 3.758896 -0.01 -0.01 -0.05
C -0.470654 -2.514506 3.030873 -0.01 -0.01 0.04
C -0.190827 -3.407668 2.008082 -0.24 -0.17 -0.11
C 1.115411 -3.716422 1.665791 0.03 -0.05 -0.03
C 2.153338 -3.165182 2.401042 0.00 0.04 0.03
S -1.545248 -4.277007 1.237015 -0.35 0.02 -0.11
O -2.530978 -4.489083 2.257582 0.04 0.30 0.00
O -0.989613 -5.411183 0.553434 0.14 0.11 -0.11
N -2.209206 -3.295968 0.097588 0.33 -0.21 0.20
C -1.453151 -3.125083 -1.152874 0.02 0.00 0.05
C -2.293621 -2.402001 -2.195540 0.23 -0.04 -0.07
C -1.404997 -1.990034 -3.386904 -0.56 0.18 -0.18
O -1.539371 -2.556358 -4.470156 0.16 -0.03 0.22
O -0.613543 -1.008452 -3.144166 0.28 0.03 -0.07
H 2.753236 -0.942472 4.895239 0.02 0.03 -0.01
H 3.931182 -1.692494 3.802548 0.02 0.03 0.01
H 3.222032 -2.629060 5.118828 0.04 0.05 0.01
H 0.365550 -1.292168 4.575409 -0.01 0.00 0.00
H -1.501932 -2.291867 3.274714 0.02 0.06 0.02
H 1.302259 -4.419530 0.864221 0.00 0.02 0.02
H 3.179890 -3.418275 2.158881 -0.02 -0.01 0.00
H -2.554042 -2.420991 0.491686 -0.06 0.01 0.05
H -1.199839 -4.121381 -1.508764 0.05 0.02 -0.02
H -0.514269 -2.579625 -0.982306 -0.05 0.02 0.02
H -2.722296 -1.496016 -1.753197 -0.04 -0.04 0.00
H -3.096081 -3.048598 -2.543140 -0.04 0.01 0.03
```
Positions in Å, forces in eV/Å.

Relative energy (zero: lowest compared OMol25 entry of this formula, charge and spin) in eV: 0.815
Total energy in eV: -349440.56240
Net charge: -1

3.
A structure of composition C27H26Cl5IN2O3Pt, computed with wB97M-V/def2-TZVPD.

XYZ file:
```
65
Properties=species:S:1:pos:R:3:forces:R:3
Pt -0.190076 -0.222826 -0.178490 0.46 -0.36 0.27
Cl 0.891896 1.269579 2.826849 0.01 -0.03 0.09
C -0.112001 -0.143052 2.951727 0.04 0.03 0.10
C -0.574098 -0.761748 1.782074 -0.16 -0.07 -0.14
C -1.364928 -1.897174 2.033690 0.01 -0.02 0.01
Cl -1.994195 -2.782217 0.672641 -0.01 0.02 -0.07
C -1.688607 -2.372470 3.300424 0.00 -0.01 -0.03
Cl -2.683834 -3.779449 3.508724 0.01 0.01 0.01
C -1.211729 -1.708267 4.423883 0.00 0.01 -0.01
Cl -1.612674 -2.266059 6.015797 0.02 0.00 -0.01
C -0.413870 -0.585987 4.240640 0.02 0.00 0.01
Cl 0.189520 0.241668 5.643539 0.00 0.01 -0.04
C -0.800088 5.176443 0.449987 0.06 -0.01 0.01
C -1.053684 3.675435 0.376777 0.21 0.13 0.04
N 0.049592 2.914581 0.312392 0.04 0.00 -0.15
O -2.197836 3.256086 0.367447 -0.19 -0.08 -0.03
H 0.242291 5.425894 0.652535 -0.01 0.02 0.00
H -1.436911 5.602857 1.223175 -0.01 -0.01 0.00
H -1.088789 5.611815 -0.507315 0.00 0.01 -0.01
H 0.955127 3.347053 0.311083 0.00 -0.05 -0.03
H 0.012832 1.885382 0.161802 -0.25 0.46 0.16
I 9.025684 0.958287 -0.472337 -0.07 -0.02 0.01
C 7.005193 0.383058 -0.302943 0.14 0.04 -0.02
C 6.024437 1.360725 -0.297597 -0.06 -0.04 0.01
C 4.695848 0.969283 -0.185142 0.03 0.03 0.02
C 4.351670 -0.373398 -0.095010 0.02 0.03 0.03
C 5.357717 -1.330485 -0.109845 0.04 -0.01 -0.02
C 6.693727 -0.963572 -0.207106 -0.06 0.01 0.01
C 2.884881 -0.808274 0.012700 0.20 -0.10 -0.02
O 2.649089 -2.009042 -0.119888 -0.05 -0.08 0.02
O 2.090979 0.148964 0.233072 -0.30 0.04 -0.12
H 6.286324 2.407203 -0.377121 0.01 0.00 -0.01
H 3.899113 1.701355 -0.166149 0.01 0.00 -0.01
H 5.063819 -2.370313 -0.049096 -0.01 -0.01 0.00
H 7.475352 -1.711439 -0.210340 0.00 0.00 -0.01
C -2.197208 -2.175771 -2.892135 -0.01 0.02 0.06
C -0.798205 -2.451909 -3.445171 0.04 -0.02 0.07
C 0.137213 -3.062728 -2.397168 -0.07 0.03 -0.02
C -0.212375 -1.229114 -4.118589 -0.02 -0.14 -0.10
C 0.002335 -1.285010 -5.485679 0.00 0.05 -0.02
C 0.514024 -0.223421 -6.223037 -0.03 -0.01 0.05
C 0.823284 0.937653 -5.525523 0.06 -0.03 0.02
C 0.642951 1.059842 -4.159329 0.07 0.16 -0.13
C 0.993463 2.380265 -3.504513 -0.08 0.02 0.06
C -0.268435 3.094377 -3.000911 0.03 -0.11 0.02
C 2.057264 2.246668 -2.410737 -0.04 0.00 -0.03
C 0.093465 -0.026432 -3.392576 0.21 0.12 0.08
N -0.133355 0.124155 -2.099166 -0.35 -0.12 -0.04
H -2.632266 -3.085084 -2.466785 0.00 -0.01 0.02
H -2.853395 -1.816199 -3.688887 -0.02 -0.01 0.00
H -2.166051 -1.416293 -2.110883 0.00 -0.01 0.02
H -0.915756 -3.197379 -4.240600 0.00 -0.02 -0.02
H 0.337792 -2.374525 -1.574528 0.02 -0.06 -0.03
H 1.096612 -3.320621 -2.849760 0.02 0.00 0.01
H -0.301628 -3.971038 -1.972625 -0.01 0.00 0.00
H -0.249168 -2.210253 -5.997663 0.00 -0.02 0.01
H 0.666142 -0.299065 -7.292620 0.01 -0.01 0.00
H 1.235603 1.788862 -6.062007 -0.01 0.02 0.01
H 1.428403 3.002023 -4.295692 -0.01 0.03 -0.03
H -0.794086 2.471419 -2.274642 0.02 0.08 -0.04
H -0.945524 3.291199 -3.835317 -0.01 0.01 -0.01
H -0.017665 4.046806 -2.524299 0.01 0.02 0.01
H 1.721542 1.610949 -1.592473 0.01 0.01 -0.02
H 2.311018 3.233475 -2.005616 0.01 0.02 0.00
H 2.969030 1.801850 -2.816713 0.01 0.00 -0.02
```
Positions in Å, forces in eV/Å.

Relative energy (zero: lowest compared OMol25 entry of this formula, charge and spin) in eV: 0.492
Total energy in eV: -111504.75263
2S+1: 3
Net charge: -2

Question: Which of these has the highest relative energy (zero: lowest compared OMol25 entry of this formula, charge and spin)?
Answer: C27H26Br4N7O7PbS

Question: What is the formula in the first record?
Answer: C27H26BGaN9O2